The following is a DFT calculation (ωB97M-V/def2-TZVPD) of a 14-piece molecular cluster, C56H154N14O14 overall.

Cartesian coordinates (Å):
C: -4.39210 -0.05473 -3.78022
C: -4.47142 0.37599 -5.23717
C: -5.93588 0.86235 -5.63141
O: -6.11947 0.43568 -6.98364
C: -7.47933 0.53096 -7.36002
N: -3.40911 1.37138 -5.44268
H: -5.16195 -0.81649 -3.65716
H: -4.44722 0.86745 -3.20174
H: -3.53585 -0.68783 -3.54761
H: -4.20240 -0.40787 -5.94519
H: -6.00133 1.95037 -5.63649
H: -6.78917 0.46310 -5.08315
H: -7.48771 0.10393 -8.36285
H: -7.84624 1.55553 -7.42109
H: -8.18618 -0.02043 -6.74000
H: -3.37878 1.71784 -6.39091
H: -3.41401 2.06083 -4.70462
C: 8.69673 -1.45851 -1.12774
C: 8.51650 -2.16317 0.24764
C: 7.69900 -1.21984 1.26161
O: 6.56195 -0.67523 0.65912
C: 5.94181 0.37733 1.36953
N: 7.91422 -3.43450 -0.04620
H: 7.81593 -1.48419 -1.76932
H: 9.39368 -2.05792 -1.71346
H: 9.09193 -0.44293 -1.10511
H: 9.44947 -2.34972 0.77948
H: 8.31603 -0.38382 1.59092
H: 7.53708 -1.84125 2.14236
H: 6.57718 1.14369 1.81350
H: 5.41694 -0.07231 2.21240
H: 5.24345 0.97794 0.78673
H: 7.20253 -3.72464 0.60910
H: 7.33779 -3.38047 -0.87379
C: 0.23549 2.49237 -5.39889
C: 1.49624 2.11371 -4.66954
C: 1.03369 1.65290 -3.21543
O: 2.01386 0.91767 -2.43578
C: 3.32117 1.50951 -2.23675
N: 2.03864 1.01394 -5.47687
H: -0.36896 3.27142 -4.93431
H: -0.44852 1.65713 -5.54925
H: 0.46458 2.76898 -6.42801
H: 2.23464 2.89782 -4.50206
H: 0.05547 1.19731 -3.36911
H: 0.69670 2.60329 -2.80155
H: 3.89138 0.70352 -1.77485
H: 3.28921 2.34056 -1.53216
H: 3.83924 1.76592 -3.16085
H: 1.43933 0.21704 -5.31602
H: 2.87486 0.70121 -5.00461
C: -1.45868 4.59508 0.62610
C: -0.69889 5.63195 -0.22293
C: -0.95773 5.44503 -1.71134
O: -0.01477 6.21769 -2.40080
C: -0.21892 6.40866 -3.79115
N: -1.24860 6.92967 0.06085
H: -2.46384 4.54488 0.20748
H: -1.48434 4.88010 1.67786
H: -1.05071 3.58715 0.55036
H: 0.36630 5.69948 -0.00178
H: -1.99346 5.72917 -1.89745
H: -0.83227 4.38588 -1.93624
H: -1.24787 6.74227 -3.92551
H: -0.23470 5.42343 -4.25717
H: 0.37691 7.11086 -4.37425
H: -2.14905 6.92045 -0.39655
H: -0.75168 7.66228 -0.42542
C: 3.50478 -5.10000 1.73207
C: 4.06748 -3.76139 2.19678
C: 4.93076 -4.01837 3.40352
O: 5.47143 -2.81312 3.92709
C: 6.05924 -2.73142 5.19447
N: 4.84289 -3.24277 1.06617
H: 4.30894 -5.82418 1.60172
H: 2.89441 -5.08426 0.82913
H: 2.74008 -5.33030 2.47389
H: 3.17940 -3.13522 2.28233
H: 5.78951 -4.65711 3.19699
H: 4.23875 -4.62544 3.98721
H: 5.35105 -2.73472 6.02306
H: 6.54953 -1.78438 5.41995
H: 6.81798 -3.50967 5.27664
H: 4.37690 -3.40575 0.18504
H: 5.05197 -2.26021 1.17096
C: 3.55055 5.99896 7.50128
C: 3.52544 5.89309 5.98009
C: 2.53196 4.95514 5.35493
O: 2.66729 4.90868 3.89741
C: 1.52878 4.30459 3.35424
N: 3.21682 7.20667 5.51135
H: 3.28991 5.07348 8.01475
H: 2.98174 6.85659 7.86047
H: 4.53591 6.22044 7.91129
H: 4.46152 5.43132 5.66605
H: 1.52840 5.14359 5.73633
H: 2.89793 4.00155 5.73550
H: 1.60900 4.33888 2.26774
H: 0.49391 4.58547 3.54978
H: 1.60572 3.25112 3.62327
H: 2.98975 7.11539 4.53145
H: 4.04141 7.78102 5.61263
C: -9.28749 -1.81178 -2.24598
C: -8.00366 -1.95400 -3.03318
C: -7.02648 -2.92095 -2.29894
O: -6.47401 -2.28498 -1.10979
C: -5.56278 -2.96336 -0.40785
N: -8.37568 -2.38734 -4.36146
H: -9.94597 -1.26768 -2.92308
H: -9.16287 -1.22670 -1.33480
H: -9.61890 -2.81248 -1.96874
H: -7.63125 -0.96816 -3.31164
H: -6.13905 -3.17778 -2.87739
H: -7.55778 -3.84380 -2.06621
H: -5.23156 -2.33091 0.41581
H: -4.69606 -3.15977 -1.03898
H: -5.90937 -3.97993 -0.22195
H: -9.12034 -1.93151 -4.86920
H: -8.73355 -3.33179 -4.36809
C: 3.89206 -0.88295 9.34194
C: 3.44416 -0.05573 8.22313
C: 2.28562 -0.42242 7.41798
O: 2.02581 0.50824 6.45455
C: 2.83911 0.63094 5.26707
N: 3.43929 1.28316 8.62522
H: 3.23848 -0.77221 10.20720
H: 4.86128 -0.43411 9.55930
H: 4.02860 -1.96095 9.25618
H: 4.25487 -0.13025 7.49836
H: 1.45284 -0.41369 8.12118
H: 2.29655 -1.39648 6.92891
H: 2.85627 -0.23787 4.60906
H: 3.86502 0.88275 5.53579
H: 2.42428 1.41327 4.63149
H: 3.04189 1.90049 7.93162
H: 4.40329 1.58405 8.60837
C: -2.59364 -3.35040 0.92757
C: -2.10834 -3.68458 2.37689
C: -0.84516 -2.88740 2.91491
O: -0.48969 -3.16427 4.27543
C: 0.64537 -2.35300 4.74731
N: -3.21645 -3.52519 3.25851
H: -3.07651 -2.37326 0.93867
H: -3.06225 -4.16371 0.37347
H: -1.60191 -3.29011 0.47931
H: -1.91218 -4.75361 2.45934
H: -0.96334 -1.80708 2.83091
H: 0.09584 -3.15451 2.43399
H: 0.37473 -1.30201 4.84868
H: 1.43347 -2.46639 4.00289
H: 1.02627 -2.67293 5.71718
H: -2.66197 -3.57008 4.10150
H: -3.51509 -2.56451 3.34802
C: 4.80805 -4.71820 -2.64647
C: 3.35701 -4.08487 -2.41046
C: 2.22970 -5.09582 -2.17277
O: 1.81552 -5.86704 -3.29209
C: 2.24841 -7.14316 -3.28689
N: 3.64853 -3.15948 -1.34932
H: 5.55073 -4.01169 -3.01711
H: 4.82761 -5.49717 -3.40865
H: 5.05631 -5.26426 -1.73636
H: 3.05347 -3.52615 -3.29579
H: 1.28640 -4.57720 -2.00156
H: 2.35527 -5.76951 -1.32514
H: 1.92589 -7.56914 -4.23696
H: 1.65897 -7.65645 -2.52716
H: 3.31655 -7.30276 -3.13958
H: 2.76282 -2.69137 -1.22089
H: 4.30895 -2.43996 -1.60668
C: 0.35412 -1.52875 -8.14035
C: -0.16614 -2.42233 -7.03741
C: -0.56773 -1.58185 -5.73549
O: 0.52931 -1.14970 -4.98770
C: 0.79666 -1.90408 -3.75869
N: -1.33576 -3.21756 -7.45565
H: 0.79072 -2.11021 -8.95237
H: 1.17392 -0.95339 -7.71023
H: -0.40110 -0.86415 -8.55994
H: 0.72808 -3.02015 -6.86109
H: -1.42878 -2.07777 -5.28743
H: -1.10944 -0.70703 -6.09513
H: 0.91495 -2.97010 -3.95286
H: 0.01621 -1.73332 -3.01718
H: 1.79192 -1.74673 -3.34301
H: -2.06599 -2.69068 -7.91311
H: -1.68877 -3.63086 -6.60437
C: -4.03108 4.81840 -4.09957
C: -4.15592 4.18005 -2.75118
C: -5.46572 3.37394 -2.35641
O: -5.36157 2.88969 -1.03575
C: -6.28942 1.87392 -0.65939
N: -3.06061 3.19674 -2.72060
H: -4.45539 5.82216 -4.07651
H: -4.66297 4.30303 -4.82291
H: -3.11285 4.93829 -4.67453
H: -4.11969 4.97620 -2.00757
H: -5.71045 2.58340 -3.06582
H: -6.36852 3.98182 -2.29684
H: -7.20551 2.12217 -1.19535
H: -6.45004 1.79273 0.41565
H: -6.05900 0.87014 -1.01636
H: -2.29766 3.62958 -3.22124
H: -2.69975 3.16617 -1.77776
C: -1.40785 0.53065 4.76108
C: -2.42688 1.23850 3.91238
C: -3.79454 0.86661 4.57796
O: -4.00349 -0.58609 4.48885
C: -4.97057 -1.09322 5.41595
N: -1.94224 2.62767 3.74122
H: -0.36751 0.63911 4.45442
H: -1.61427 -0.53465 4.86408
H: -1.51806 0.89064 5.78400
H: -2.52809 0.71205 2.96333
H: -4.73011 1.23322 4.15557
H: -3.80069 1.18202 5.62131
H: -5.06854 -2.16086 5.21938
H: -5.92392 -0.74458 5.01887
H: -4.69713 -1.11073 6.47095
H: -1.72680 2.96744 4.66763
H: -2.72075 3.10526 3.31000
C: 2.25869 0.31869 1.13406
C: 1.04105 -0.57738 0.71907
C: -0.17718 0.28889 0.52115
O: -1.29423 -0.57779 0.24385
C: -2.53419 0.19799 -0.06348
N: 1.42994 -1.24510 -0.51499
H: 2.52138 1.12426 0.44839
H: 3.16911 -0.22286 1.39087
H: 2.05128 0.70051 2.13371
H: 0.89399 -1.35001 1.47373
H: -0.09577 0.89817 -0.37899
H: -0.43157 0.82991 1.43257
H: -3.40551 -0.45688 -0.05755
H: -2.63742 0.63079 -1.05853
H: -2.66945 0.98450 0.67895
H: 1.66518 -0.49072 -1.14402
H: 0.58754 -1.61717 -0.92976

Cartesian forces (eV/Å) of the 2 atoms listed first:
C -0.366 -1.060 -0.982
C 0.088 0.876 -0.157

Calculated values
M: 1247.9 Da
2S+1: 2
total energy: -110080.1640 eV
E_HOMO (alpha / beta): 0.695 / -6.510 eV
charge: -1
HOMO-LUMO gap (alpha / beta): 1.17 / 8.41 eV
⟨S²⟩: 0.75

Mulliken population analysis, charges in e, atoms 1 to 99: C -0.481; C 0.352; C -0.403; O -0.289; C -0.801; N -0.022; H 0.157; H -0.270; H 0.158; H 0.342; H 0.197; H 0.034; H 0.303; H 0.312; H 0.161; H 0.293; H -0.169; C -1.479; C 0.162; C -0.427; O 0.113; C -1.262; N -0.750; H 0.278; H 0.432; H 0.387; H 0.289; H 0.672; H -0.057; H 0.433; H 0.226; H 0.152; H 0.367; H 0.200; C -0.776; C -0.018; C -0.298; O 0.024; C -1.949; N -0.707; H -0.414; H -0.184; H 0.592; H 0.501; H 0.332; H 0.703; H 0.010; H 0.448; H 0.491; H 0.482; H 0.464; C -1.102; C 0.790; C 0.733; O -0.122; C -0.590; N -0.990; H 0.108; H 0.492; H -0.120; H 0.458; H -0.052; H -0.880; H 0.252; H -0.105; H 0.393; H 0.362; H 0.356; C -2.021; C 2.121; C -1.012; O 0.164; C -1.218; N 0.579; H 0.405; H 0.238; H 0.570; H -0.562; H 0.351; H 0.368; H 0.257; H 0.291; H 0.359; H 0.245; H -0.514; C -1.517; C 0.725; C -0.563; O -0.128; C -0.472; N -0.768; H 0.316; H 0.432; H 0.385; H 0.214; H 0.359; H -0.081; H 0.288; H 0.319